Record 1
DFT (ωB97M-V/def2-TZVPD) results for a cluster of 2 separate species, C3H8NOP in total in a non-equilibrium geometry.

The geometry in XYZ format:
```
14
Properties=species:S:1:pos:R:3:mulliken_charge:R:1
C 0.9665 -1.0171 0.4281 -1.099
H -0.5659 -0.1852 -2.9429 0.316
H 1.0633 0.0055 -2.0848 0.258
O -1.4319 -0.4543 0.1356 -0.412
C -0.1389 -0.1865 -0.1321 0.552
H 1.1246 -0.8955 1.5118 0.373
H 0.0846 1.4688 -2.5520 0.312
H -1.5161 0.1622 2.6765 0.226
H 0.8715 -2.0819 0.1311 0.280
H -0.4631 1.6225 2.6964 0.223
C 0.1628 0.4158 -2.5154 -0.856
P -1.0969 1.1293 0.5824 0.062
N -0.8331 0.7315 2.2191 -0.545
H 1.7723 -0.7153 -0.1538 0.310
```

## Properties
- relative energy (zero: lowest compared OMol25 entry of this formula, charge and spin) (kJ/mol) = 408.9
- net charge = 0
- electronic energy (a.u.) = -590.29762
- maximum force (eV/A) = 3.62
- HOMO-LUMO gap (alpha / beta) (eV) = 8.5 / 8.3
- LUMO level (alpha / beta) (eV) = 0.695 / 0.721

Record 2
DFT (ωB97M-V/def2-TZVPD) results for a structure of composition C14H10Cl3GeN3O3STi in a non-equilibrium geometry.

The geometry in XYZ format:
```
36
Properties=species:S:1:pos:R:3:mulliken_charge:R:1
C -4.0023 1.4406 -3.6001 -0.585
H -0.1807 -2.9806 2.2660 0.440
H 2.1132 -2.6742 5.8725 0.369
N -0.4724 -1.1436 0.5696 -0.915
C 1.7812 -2.2520 4.9319 -0.344
Ge 3.8419 0.1542 -0.3429 0.570
H 0.5705 -3.9500 4.4218 0.371
C 0.4882 -2.4323 2.9145 -0.268
C 0.9120 -2.9684 4.1184 -0.616
O 1.0194 0.5783 0.9096 -0.666
H 2.1819 0.4953 2.9906 0.413
C 1.8167 -0.4647 3.3273 -0.201
Ti 0.6805 1.0387 -0.9442 -0.197
C 2.2338 -1.0029 4.5355 -0.703
N 2.1372 -0.3259 -1.4598 -0.155
C -3.5139 0.4715 -2.7535 -0.757
S 1.9843 -0.0441 -2.9890 0.327
H -2.5764 -1.1985 -0.8700 0.363
C 0.9384 -1.1766 2.5201 0.448
H -1.7660 3.9126 -2.8884 0.433
H 2.9247 -0.4502 5.1589 0.379
O -0.7495 2.2598 -1.1832 -0.736
Cl 5.2932 -0.1890 -2.1539 -0.532
C 0.4854 -0.5734 1.2457 0.877
Cl 4.0065 -1.9561 0.6957 -0.510
C -2.3853 0.7077 -1.9581 0.723
Cl 2.2556 2.8020 -1.0338 -0.459
C -1.9234 -0.3510 -1.0769 -0.079
C -2.2677 2.9551 -2.8570 -0.579
H -4.8678 1.2455 -4.2185 0.386
O 0.6521 0.7795 -2.9794 -0.404
H -3.9920 -0.5002 -2.7006 0.357
C -3.3575 2.6800 -3.6515 -0.435
N -0.7794 -0.3103 -0.5029 0.625
H -3.7191 3.4399 -4.3341 0.354
C -1.7633 1.9834 -1.9802 0.705
```

## Properties
- relative energy (zero: lowest compared OMol25 entry of this formula, charge and spin) (kJ/mol) = 36.4
- net charge = -1
- electronic energy (a.u.) = -5634.97210
- spin multiplicity = 2
- maximum force (eV/A) = 2.35
- HOMO-LUMO gap (alpha / beta) (eV) = 6.2 / 6.7
- ⟨S²⟩ = 0.757
- LUMO level (alpha / beta) (eV) = 1.707 / 1.631

Record 3
DFT (ωB97M-V/def2-TZVPD) results for a cluster of 6 separate species, C27H57O21P3 in total in a non-equilibrium geometry.

The geometry in XYZ format:
```
108
Properties=species:S:1:pos:R:3:mulliken_charge:R:1
H 15.1591 7.2026 17.1829 0.413
O 7.5769 15.8142 9.8762 -0.580
H 5.4618 12.1536 12.6382 0.278
C 12.6204 7.6264 21.2086 0.150
O 10.7892 10.6267 15.4171 -0.201
H 11.4593 12.5644 17.9921 0.221
C 9.7207 5.8662 21.6237 -1.156
O 8.6915 14.4968 14.6433 -0.258
C 7.0363 21.3782 15.4253 -0.238
H 12.2864 12.3020 19.5786 0.381
H 9.8632 18.9265 11.2564 0.275
O 6.9780 21.3299 13.9944 -0.333
H 3.2925 18.3581 12.9579 0.269
H 9.4408 7.7998 17.4408 0.065
H 11.0611 14.0691 13.3225 0.328
H 7.2164 9.7444 13.0760 0.258
C 9.2423 15.7225 14.6604 0.580
O 5.6451 21.5655 11.7579 -0.837
H 11.6015 10.2385 12.7219 0.180
C 7.6499 18.7711 11.5083 0.267
H 12.2273 8.7766 12.0406 0.363
H 14.6546 8.8764 17.5965 0.272
H 8.8343 9.3314 16.4542 -0.046
H 8.0000 19.8235 16.6121 0.365
C 7.1493 10.8079 13.3253 -0.458
H 10.4848 5.3922 21.0080 0.277
O 9.7067 7.8031 20.0611 -0.041
H 2.6194 20.2784 14.3454 0.374
H 3.4123 23.5679 11.5096 0.283
H 7.8148 6.4642 16.1617 0.380
H 10.0857 10.7100 18.3196 -0.236
H 1.9996 19.4066 12.2801 0.393
H 7.9254 21.8881 15.7830 0.425
H 6.4096 19.4330 16.4631 0.340
H 7.4961 19.2010 15.0946 -0.002
C 10.9268 14.2440 14.3976 -0.293
H 12.9305 7.0598 15.8932 0.386
O 5.1162 23.0768 13.6917 -0.360
C 14.6256 8.0861 16.8435 -1.297
H 2.9001 21.4167 13.1528 0.228
O 8.9882 16.9026 11.1797 -0.347
C 9.0933 18.2617 11.6483 -0.165
H 5.8230 24.0724 12.0071 0.280
H 9.8243 8.8135 11.5413 0.454
H 12.7747 7.2805 17.5916 0.160
H 6.9748 7.9298 16.2668 0.404
O 11.3258 9.7679 19.8191 0.049
P 5.6103 21.6446 13.2266 1.027
C 9.1168 8.2803 16.5165 0.736
C 5.0859 24.2216 12.7983 -0.190
O 5.4453 11.5675 14.7304 -0.390
H 7.1613 18.7621 12.4911 -0.145
C 5.6803 11.3554 13.3488 -0.417
O 12.4156 9.0045 16.5848 -0.309
O 6.7514 11.8826 16.5382 -0.543
P 11.2935 9.2461 15.4910 0.534
H 14.5419 6.8240 21.8456 0.362
O 10.5547 15.6092 14.4941 -0.348
C 3.0713 19.3126 12.4946 -1.025
C 9.6922 13.5389 14.9761 0.624
C 8.9296 6.8438 20.7600 -0.466
C 3.2759 20.4409 13.4821 -0.309
H 8.3166 6.1931 20.1268 0.374
H 13.1469 5.9426 22.4281 0.286
H 7.9435 11.2493 12.7175 0.375
O 10.2687 8.0364 15.6545 -0.299
H 9.5077 12.5873 14.4843 -0.384
H 3.6054 25.3192 11.7356 0.407
C 6.5944 11.5025 15.4182 0.608
P 10.4019 8.9940 20.8863 0.687
H 15.0340 8.5169 15.9309 0.321
H 9.1110 5.0208 21.9597 0.472
H 9.4178 9.0325 13.2904 -0.407
H 7.6368 19.8260 11.2380 0.306
O 9.4333 9.8186 21.6329 -0.798
C 7.7652 16.7372 10.6012 0.592
H 5.4283 25.0612 13.3988 0.361
O 6.9642 17.7972 10.7562 -0.362
H 9.7811 13.2632 16.0280 0.022
O 11.5108 8.3053 21.8126 -0.416
O 4.6488 20.5309 13.8599 -0.192
H 10.0107 6.3181 22.5696 0.275
O 8.7230 16.7376 15.0426 -0.622
H 9.3726 18.0955 12.6936 0.126
O 7.5628 10.9847 14.6692 0.150
H 12.5092 11.2570 18.1348 0.087
C 10.6817 10.9159 19.2155 0.049
C 13.5239 6.9461 22.2075 -1.333
H 8.1087 7.3030 21.3203 0.368
C 11.5751 9.1433 12.8338 -0.335
C 3.7221 24.3366 12.2118 -1.174
O 12.0505 8.8811 14.1231 -0.415
C 7.9341 7.5211 15.9219 -1.535
H 13.1017 8.3656 20.5628 0.364
C 7.1958 19.9040 15.8681 -0.828
H 2.9339 24.4514 12.9642 0.304
H 9.9679 11.4226 19.8609 0.602
H 12.2703 6.8637 20.5039 0.101
H 5.0107 10.5820 12.9631 0.300
C 13.1360 7.7820 16.6868 -0.080
C 11.7955 11.8328 18.7277 -0.960
H 13.5108 7.3962 23.2016 0.328
H 10.1212 7.5783 12.7047 0.271
H 6.1366 21.7782 15.8883 0.203
C 10.1472 8.6664 12.5716 -0.442
H 3.5896 19.5840 11.5767 0.275
H 11.9046 13.9985 14.8063 0.283
H 7.8042 7.6595 14.8455 0.298
```

## Properties
- relative energy (zero: lowest compared OMol25 entry of this formula, charge and spin) (kJ/mol) = 137.2
- net charge = 0
- electronic energy (a.u.) = -3667.36234
- maximum force (eV/A) = 2.74
- HOMO-LUMO gap (eV) = 10.7
- LUMO level (eV) = 0.449

Record 4
DFT (ωB97M-V/def2-TZVPD) results for a structure of composition C2H6NO3 in a non-equilibrium geometry.

The geometry in XYZ format:
```
12
Properties=species:S:1:pos:R:3:mulliken_charge:R:1
H -2.1812 0.7790 -1.0538 0.341
O -2.0480 -0.7739 0.6448 -0.693
H -0.5703 -1.7671 1.6620 0.303
H -1.0418 1.0351 -1.7355 0.305
O 2.1968 1.0662 -0.3323 -0.657
O -1.7985 1.5908 -1.4564 -0.691
H -0.1292 0.6926 0.2730 0.176
C -0.8666 -0.9249 0.9906 0.005
C 1.9638 -0.1029 0.0177 -0.027
H 2.4131 -0.4619 0.9586 0.184
N 0.1818 -0.1722 0.7093 -0.418
H 1.8802 -0.9608 -0.6780 0.173
```

## Properties
- relative energy (zero: lowest compared OMol25 entry of this formula, charge and spin) (kJ/mol) = 216.8
- net charge = -1
- electronic energy (a.u.) = -360.28864
- maximum force (eV/A) = 2.20
- HOMO-LUMO gap (eV) = 8.6
- LUMO level (eV) = 4.253

Question: Look up the electronic energy of the first one.
Answer: -590.29762 a.u.